Entry 1:
DFT (ωB97M-V/def2-TZVPD) results for a cluster of 8 separate species, C32H58BrF9N2O7S in total in a non-equilibrium geometry.

Values from the calculation:
* LUMO energy: -0.7 eV
* E: -156763.32083 eV

Atoms and positions in Å:
C -0.665 4.946 -0.871
C -0.433 3.372 -1.143
C 1.000 2.929 -1.500
C 1.312 1.400 -1.828
C 2.831 1.060 -2.183
C 3.186 -0.503 -2.241
C 3.422 -1.202 -0.824
F 2.186 -1.210 -0.116
F 3.722 -2.593 -1.109
C 4.673 -0.646 0.018
F 5.562 -1.739 0.318
F 5.472 0.248 -0.789
C 4.247 0.196 1.312
F 5.381 0.949 1.788
F 3.273 1.198 0.969
C 3.695 -0.671 2.550
F 3.515 -2.042 2.290
F 2.390 -0.153 2.854
F 4.470 -0.412 3.722
C 0.139 0.405 -1.773
C -1.347 0.802 -1.366
N -2.299 -0.277 -1.330
C -3.546 0.271 -0.902
S -4.955 -0.953 -0.715
C -3.878 1.757 -0.574
C -5.352 2.173 -0.120
C -6.431 2.188 -1.327
C -5.805 1.934 -2.780
Br -7.974 0.953 -0.911
N -2.894 2.783 -0.675
C -1.595 2.297 -1.057
H -1.423 5.386 -1.611
H 0.344 5.475 -1.026
H -0.968 5.080 0.228
H 1.873 3.680 -1.536
H 3.018 1.478 -3.248
H 3.516 1.679 -1.494
H 4.157 -0.673 -2.850
H 2.359 -1.038 -2.830
H 0.359 -0.689 -2.021
H -4.476 -1.970 0.135
H -5.656 1.530 0.772
H -5.282 3.259 0.278
H -6.904 3.239 -1.346
H -6.694 1.966 -3.526
H -5.296 0.920 -2.913
H -5.098 2.776 -3.122
C 1.334 7.498 -4.939
C 0.673 6.238 -4.416
O 0.286 6.412 -3.058
H 2.214 7.747 -4.339
H 1.641 7.374 -5.981
H 0.652 8.349 -4.872
H 1.365 5.395 -4.465
H -0.216 5.990 -5.005
H -0.334 7.155 -3.023
C 0.404 10.890 -0.585
C 1.044 9.940 -1.577
O 0.068 9.450 -2.489
H -0.393 10.387 -0.031
H 1.142 11.270 0.125
H -0.055 11.738 -1.103
H 1.482 9.084 -1.058
H 1.835 10.441 -2.144
H -0.308 10.211 -2.951
C 2.660 -4.873 5.334
C 2.222 -5.644 4.104
O 1.191 -4.937 3.426
H 1.815 -4.720 6.011
H 3.448 -5.408 5.869
H 3.031 -3.882 5.058
H 1.831 -6.624 4.386
H 3.060 -5.791 3.415
H 1.547 -4.075 3.173
C 6.161 -0.075 7.365
C 4.729 -0.521 7.592
O 3.841 0.263 6.807
H 6.280 0.980 7.624
H 6.854 -0.667 7.968
H 6.435 -0.178 6.311
H 4.452 -0.396 8.641
H 4.600 -1.574 7.324
H 4.086 0.141 5.880
C -2.821 -4.691 -1.113
C -4.250 -5.142 -0.878
O -5.144 -4.367 -1.663
H -2.706 -3.634 -0.860
H -2.122 -5.277 -0.510
H -2.551 -4.798 -2.167
H -4.523 -5.014 0.172
H -4.375 -6.198 -1.141
H -4.901 -4.493 -2.595
C -3.298 -2.939 -6.156
C -3.953 -4.204 -5.640
O -4.337 -4.037 -4.280
H -2.418 -2.690 -5.557
H -2.993 -3.056 -7.199
H -3.984 -2.090 -6.083
H -3.258 -5.045 -5.694
H -4.842 -4.453 -6.228
H -4.960 -3.297 -4.240
C -0.333 -8.533 5.290
C 0.296 -9.880 4.991
O -0.376 -10.505 3.905
H -1.392 -8.650 5.536
H 0.171 -8.044 6.128
H -0.279 -7.878 4.416
H 0.221 -10.538 5.859
H 1.354 -9.768 4.732
H -0.298 -9.921 3.138

Cartesian forces (eV/Å) of the 3 atoms listed first:
0.50 -1.18 0.35
2.55 -1.88 -0.93
-3.46 -2.03 0.33

These are the Löwdin partial charges, in e, on atoms 1 to 99:
1. C -0.0975
2. C -0.1207
3. C 0.0199
4. C -0.1528
5. C -0.1605
6. C -0.0813
7. C -0.2779
8. F 0.0574
9. F 0.0252
10. C -0.1799
11. F 0.0738
12. F 0.0598
13. C -0.1639
14. F 0.0724
15. F 0.0820
16. C -0.2772
17. F 0.1144
18. F 0.0834
19. F 0.0860
20. C 0.0324
21. C -0.1558
22. N 0.0772
23. C -0.4830
24. S 0.7113
25. C -0.2197
26. C -0.2107
27. C -0.6866
28. C -0.1594
29. Br 0.5583
30. N 0.1269
31. C -0.1192
32. H 0.0812
33. H 0.0652
34. H 0.0847
35. H 0.1110
36. H 0.1331
37. H 0.1106
38. H 0.1429
39. H 0.1335
40. H 0.0899
41. H -0.0969
42. H 0.0928
43. H 0.1224
44. H 0.0925
45. H 0.0827
46. H 0.0594
47. H 0.0953
48. C -0.0945
49. C -0.3056
50. O -0.1299
51. H 0.0777
52. H 0.0724
53. H 0.0614
54. H 0.1105
55. H 0.1105
56. H 0.0718
57. C -0.0933
58. C -0.3130
59. O -0.1012
60. H 0.0784
61. H 0.0756
62. H 0.0726
63. H 0.1164
64. H 0.1106
65. H 0.0903
66. C -0.0896
67. C -0.3219
68. O -0.0841
69. H 0.0793
70. H 0.0746
71. H 0.0633
72. H 0.0914
73. H 0.1093
74. H 0.0718
75. C -0.0946
76. C -0.3237
77. O -0.0852
78. H 0.0773
79. H 0.0731
80. H 0.0680
81. H 0.1124
82. H 0.1041
83. H 0.0498
84. C -0.0892
85. C -0.3230
86. O -0.1224
87. H 0.0577
88. H 0.0723
89. H 0.0670
90. H 0.1074
91. H 0.1069
92. H 0.0316
93. C -0.0879
94. C -0.2973
95. O -0.1048
96. H 0.0785
97. H 0.0749
98. H 0.0744
99. H 0.1166

---

Entry 2:
DFT (ωB97M-V/def2-TZVPD) results for a cluster of 14 separate species, C32H58Cl10F2O27 in total in a non-equilibrium geometry.

Values from the calculation:
* LUMO energy: 0.2 eV
* E: -220064.99445 eV

Atoms and positions in Å:
C -8.785 -2.584 3.388
O -7.854 -1.613 2.836
C -6.842 -1.116 3.539
O -6.410 -1.489 4.614
O -6.251 -0.183 2.720
C -5.052 0.437 3.103
H -9.740 -2.451 2.880
H -8.898 -2.464 4.465
H -8.353 -3.582 3.307
H -4.968 1.366 2.540
H -4.166 -0.083 2.740
H -4.994 0.645 4.172
C -0.600 -4.010 0.129
O -1.716 -3.615 0.890
C -2.912 -3.523 0.300
O -3.228 -3.517 -0.886
O -3.826 -3.216 1.279
C -5.082 -2.721 0.913
H -0.420 -3.399 -0.755
H -0.841 -4.964 -0.341
H 0.318 -4.052 0.715
H -5.777 -3.039 1.691
H -5.478 -3.192 0.013
H -5.061 -1.658 0.673
C 4.425 -2.723 -3.265
O 5.107 -3.844 -2.616
C 6.070 -4.516 -3.211
O 6.524 -4.320 -4.378
O 6.417 -5.505 -2.377
C 7.253 -6.499 -2.917
H 5.116 -2.030 -3.746
H 3.845 -2.162 -2.533
H 3.797 -3.041 -4.097
H 7.099 -7.351 -2.255
H 8.306 -6.220 -2.871
H 6.989 -6.749 -3.944
C 2.233 1.610 3.801
O 0.900 2.172 3.830
C 0.221 2.280 4.989
O 0.574 1.874 6.092
O -0.887 3.018 4.678
C -1.872 3.294 5.618
H 2.985 2.039 4.464
H 2.628 1.843 2.812
H 2.244 0.545 4.033
H -2.734 3.720 5.106
H -1.453 3.964 6.369
H -2.176 2.366 6.103
C -4.979 4.074 -0.923
O -4.909 2.669 -0.800
C -5.925 1.882 -0.480
O -5.914 0.699 -0.679
O -6.869 2.568 0.130
C -8.009 1.882 0.680
H -5.203 4.596 0.007
H -5.864 4.271 -1.529
H -4.138 4.545 -1.433
H -8.887 2.016 0.048
H -8.129 2.345 1.659
H -7.939 0.798 0.775
C 1.329 0.329 -3.573
O 1.230 -1.084 -3.268
C 0.006 -1.623 -3.430
O -0.978 -1.035 -3.774
O 0.055 -2.936 -3.160
C -1.001 -3.803 -3.641
H 0.658 0.800 -2.855
H 1.070 0.558 -4.607
H 2.359 0.660 -3.438
H -1.183 -3.417 -4.644
H -1.903 -3.667 -3.044
H -0.733 -4.857 -3.711
C -2.528 0.472 -0.662
O -1.332 -0.354 -0.588
C -0.155 0.186 -0.250
O 0.160 1.391 -0.214
O 0.723 -0.838 -0.180
C 2.161 -0.542 -0.196
H -2.400 1.428 -1.171
H -3.042 0.482 0.299
H -3.160 -0.094 -1.347
H 2.734 -1.469 -0.156
H 2.509 0.087 0.623
H 2.501 -0.007 -1.083
C 5.920 3.828 -3.375
C 7.112 2.963 -3.499
O 6.635 1.634 -3.322
C 5.412 1.689 -2.796
O 4.855 0.691 -2.358
O 4.956 2.948 -2.906
F 7.855 3.052 -2.380
H 5.558 4.243 -4.315
H 6.124 4.654 -2.694
H 7.778 3.092 -4.352
C 5.996 4.091 2.284
C 5.996 4.311 0.792
O 5.656 3.035 0.255
C 5.125 2.239 1.191
O 4.727 1.105 1.024
O 5.225 2.881 2.366
F 7.193 4.651 0.416
H 5.603 4.896 2.906
H 7.022 3.978 2.634
H 5.346 5.135 0.500
C 5.113 -4.633 0.841
Cl 4.475 -3.018 1.269
Cl 6.885 -4.766 1.298
H 4.483 -5.405 1.282
H 5.003 -4.758 -0.236
C -0.318 -1.512 3.072
Cl -1.516 -0.218 3.151
Cl 0.761 -1.427 4.445
H -0.891 -2.431 2.945
H 0.307 -1.337 2.196
C -4.714 -1.978 -3.711
Cl -6.304 -1.422 -4.184
Cl -4.217 -3.509 -4.454
H -3.977 -1.242 -4.033
H -4.754 -2.154 -2.636
C 2.050 4.303 -0.457
Cl 2.160 4.053 1.346
Cl 2.341 5.975 -0.889
H 2.806 3.630 -0.860
H 1.061 4.054 -0.842
C -1.869 3.916 0.761
Cl -1.808 5.623 0.429
Cl -3.066 3.541 1.981
H -2.150 3.412 -0.164
H -0.949 3.430 1.086

Cartesian forces (eV/Å) of the 3 atoms listed first:
0.99 0.18 0.85
-0.90 0.07 -0.09
1.95 -0.31 0.20

These are the Löwdin partial charges, in e, on atoms 1 to 99:
1. C -0.0087
2. O -0.0224
3. C -0.5693
4. O 0.1237
5. O -0.0453
6. C -0.0710
7. H 0.0955
8. H 0.0918
9. H 0.0941
10. H 0.0580
11. H 0.0343
12. H 0.1038
13. C -0.0344
14. O -0.0067
15. C -0.5136
16. O 0.0988
17. O -0.0132
18. C -0.0499
19. H 0.0755
20. H 0.1015
21. H 0.1038
22. H 0.0956
23. H 0.0935
24. H 0.0903
25. C 0.0075
26. O -0.0063
27. C -0.5552
28. O 0.0649
29. O -0.0248
30. C -0.0531
31. H 0.0901
32. H 0.0793
33. H 0.0968
34. H 0.0960
35. H 0.0992
36. H 0.0980
37. C -0.0627
38. O -0.0598
39. C -0.5680
40. O 0.1040
41. O -0.0643
42. C -0.0744
43. H 0.0965
44. H 0.0293
45. H 0.0313
46. H 0.0768
47. H 0.0988
48. H 0.0986
49. C -0.0677
50. O -0.0259
51. C -0.6308
52. O 0.1280
53. O -0.0006
54. C -0.0115
55. H 0.0844
56. H 0.0968
57. H 0.0888
58. H 0.0945
59. H 0.1005
60. H 0.0858
61. C -0.0110
62. O -0.0220
63. C -0.6067
64. O 0.1309
65. O -0.0273
66. C -0.0472
67. H 0.0890
68. H 0.1001
69. H 0.0787
70. H 0.0800
71. H 0.0344
72. H 0.0987
73. C -0.0019
74. O -0.0122
75. C -0.5659
76. O 0.0685
77. O -0.0349
78. C -0.0116
79. H 0.0881
80. H 0.0821
81. H 0.0867
82. H 0.0416
83. H 0.0726
84. H 0.0707
85. C -0.0812
86. C -0.2887
87. O 0.1495
88. C -0.5253
89. O 0.1367
90. O 0.0745
91. F 0.0755
92. H 0.1471
93. H 0.1484
94. H 0.1749
95. C -0.0301
96. C -0.3582
97. O 0.1301
98. C -0.5592
99. O 0.1484

---

- The highest E belongs to which entry?
  C32H58BrF9N2O7S